A gas-phase ion, H2NO4PS (charge -2) at a distorted geometry, computed with ωB97M-V/def2-TZVPD.

```
9
Properties=species:S:1:pos:R:3
N -0.201 0.104 -0.679
O 1.678 1.462 1.207
O 0.064 -0.424 2.327
O -0.057 2.090 3.003
O -2.760 1.566 -0.514
P 0.451 1.021 2.029
S -0.913 1.490 -0.103
H 0.748 0.358 -0.809
H -0.157 -0.663 -0.036
```

Results
LUMO level = 6.865 eV
Charge = -2
ΔE to the lowest compared entry with this formula, charge and spin = 157.6 kJ/mol
Multiplicity = 1
Orbital gap = 0.2373 Eh

---

2 unconnected molecules or ions with the total composition C5H12N2 at a distorted geometry, computed with ωB97M-V/def2-TZVPD.

```
19
Properties=species:S:1:pos:R:3
C 1.274 -1.395 -0.420
C 1.500 -0.213 0.159
C -1.970 0.233 -0.887
C 1.187 0.111 1.512
C -1.698 1.665 -0.525
N -2.229 -0.688 -0.007
N -2.228 -0.617 1.328
H 1.397 -1.749 -1.450
H 1.028 -2.255 0.320
H 1.918 0.481 -0.496
H -1.858 -0.198 -1.848
H 0.206 0.650 1.421
H 2.031 0.745 1.996
H 1.018 -0.843 2.145
H -0.672 1.970 -0.900
H -1.882 1.772 0.521
H -2.282 2.287 -1.224
H -2.184 -1.528 1.830
H -1.656 0.135 1.699
```

Results
LUMO level = 0.993 eV
Structure (SMILES) = C/C=N\N.C=CC
ΔE to the lowest compared entry with this formula, charge and spin = 332.9 kJ/mol
Multiplicity = 1
Orbital gap = 0.3408 Eh

---

C2H2N2O2S in the gas phase at a distorted geometry, computed with ωB97M-V/def2-TZVPD.

```
9
Properties=species:S:1:pos:R:3
C 1.215 -0.970 0.228
C -0.065 0.624 0.658
H -1.975 0.394 -0.740
H 1.817 -1.874 0.232
N -0.070 0.496 -0.727
N 0.836 -0.224 1.196
O -1.242 0.640 -1.402
O 0.586 -0.741 -0.938
S -1.101 1.654 1.494
```

Results
LUMO level = -0.731 eV
Structure (SMILES) = On1ocnc1=S
ΔE to the lowest compared entry with this formula, charge and spin = 319.9 kJ/mol
Multiplicity = 1
Orbital gap = 0.3071 Eh

---

A molecular structure, C18H24N4O3RuS2 at a distorted geometry, computed with ωB97M-V/def2-TZVPD.

```
52
Properties=species:S:1:pos:R:3
Ru -0.257 0.042 -0.008
C -0.452 -0.352 3.566
O 0.284 -0.161 2.363
C 1.683 -0.363 2.550
C 2.452 0.483 1.550
O 2.138 0.046 0.231
C 3.131 0.447 -0.702
H -0.136 0.369 4.324
H -0.305 -1.358 3.961
H -1.506 -0.199 3.344
H 1.923 -1.424 2.397
H 1.973 -0.067 3.564
H 3.526 0.368 1.733
H 2.187 1.547 1.661
H 4.098 0.017 -0.420
H 3.230 1.538 -0.716
H 2.845 0.064 -1.678
C 1.127 1.520 -3.374
C 0.295 0.309 -3.435
N -0.210 -0.339 -2.429
C -0.942 -1.431 -2.832
C -0.982 -1.598 -4.211
S -0.105 -0.398 -5.004
C -1.552 -2.283 -1.855
C -2.290 -3.436 -2.092
S -2.771 -4.169 -0.650
C -1.968 -2.892 0.246
N -1.401 -1.997 -0.518
C -1.961 -2.867 1.713
H 1.273 1.856 -2.347
H 0.679 2.316 -3.970
H 2.101 1.321 -3.827
H -1.491 -2.372 -4.749
H -2.551 -3.862 -3.045
H -2.613 -3.631 2.126
H -2.283 -1.884 2.063
H -0.948 -3.037 2.082
N -3.896 6.466 -0.865
C -4.016 5.536 0.072
O -4.809 5.566 0.986
C -3.089 4.319 -0.016
C -2.180 4.078 -1.037
C -1.422 2.917 -0.988
N -1.521 2.021 -0.006
C -2.395 2.250 0.976
C -3.192 3.381 1.008
H -4.498 7.279 -0.812
H -3.228 6.437 -1.615
H -2.035 4.748 -1.869
H -0.705 2.708 -1.771
H -2.458 1.512 1.770
H -3.896 3.551 1.810
```

Results
LUMO level (alpha / beta) = -13.551 / -12.802 eV
Charge = +3
Multiplicity = 2
Orbital gap (alpha / beta) = 0.1336 / 0.1614 Eh

---

A molecular structure, C6H8N2 at a distorted geometry, computed with ωB97M-V/def2-TZVPD.

```
16
Properties=species:S:1:pos:R:3
C 0.765 2.238 0.780
C 0.175 0.913 0.446
C 0.583 -0.049 -0.319
C 1.451 -0.138 -1.457
C -0.623 -1.040 -0.112
C -1.118 0.576 1.009
H 1.775 2.165 1.662
H 1.210 2.498 -0.489
H -0.285 2.677 1.282
H 2.159 0.689 -1.604
H 2.084 -1.086 -1.410
H 0.622 -0.228 -2.403
H 0.345 -2.400 -1.365
H -2.066 1.083 1.349
N -0.461 -2.282 -0.545
N -1.431 -0.632 0.673
```

Results
LUMO level = -0.982 eV
ΔE to the lowest compared entry with this formula, charge and spin = 609.8 kJ/mol
Multiplicity = 1
Orbital gap = 0.3029 Eh

---

3 unconnected molecules or ions with the total composition C5H16O2 at a distorted geometry, computed with ωB97M-V/def2-TZVPD.

```
23
Properties=species:S:1:pos:R:3
C 0.519 1.398 2.598
C 0.341 0.068 1.873
C 0.069 0.174 0.363
C -1.261 -0.378 -0.173
C -1.766 0.106 -1.531
H 1.332 1.321 3.317
H -0.485 1.811 2.858
H 0.824 2.128 1.798
H -0.379 -0.670 2.331
H 1.381 -0.396 1.901
H -0.085 1.266 0.163
H 0.898 -0.143 -0.365
H -1.288 -1.474 -0.288
H -2.046 -0.049 0.476
H -1.730 1.249 -1.468
H -1.105 0.061 -2.441
H -2.807 -0.174 -1.692
H 5.771 2.596 -3.849
H 6.070 3.525 -2.781
O 6.298 2.614 -3.034
H -2.817 -5.124 0.337
H -4.118 -5.254 -0.477
O -3.615 -4.653 0.082
```

Results
LUMO level = 0.919 eV
Structure (SMILES) = CCCCC.O.O
ΔE to the lowest compared entry with this formula, charge and spin = 144.4 kJ/mol
Multiplicity = 1
Orbital gap = 0.4242 Eh

---

E_tot (eV)
-29836.4456 -8356.6859 -20013.0339 -55380.5849 -9325.3876 -9538.3329